Here is a cluster of 2 separate species, C3H4NO2 in total at a distorted geometry from the OMol25 dataset. Energies are from ωB97M-V/def2-TZVPD.

Its HOMO-LUMO gap is 7.2 eV. The value obtained for the HOMO energy is -2.8 eV. Its charge is -1. The spin multiplicity is 1. The calculation puts the LUMO energy at 4.43 eV.

Positions of all 10 atoms, in Å:
C 2.797 -0.137 -0.001
C 0.033 0.101 0.464
C 0.305 -0.069 -0.970
N 1.052 0.932 -0.243
O 2.580 -1.129 0.601
O 3.543 0.603 -0.601
H -0.925 0.621 0.625
H 0.173 -0.809 0.979
H 0.936 -0.837 -1.325
H -0.256 0.485 -1.750

Table of natural (NBO) atomic charges, one value per atom, all in e: number 1, C, carries 0.985; number 2, C, carries -0.334; number 3, C, carries -0.313; number 4, N, carries -0.632; number 5, O, carries -0.672; number 6, O, carries -0.679; number 7, H, carries 0.150; number 8, H, carries 0.183; number 9, H, carries 0.165; number 10, H, carries 0.148

---

Here is an isolated molecule of C5H7N from the OMol25 dataset. Energies are from ωB97M-V/def2-TZVPD.

Its HOMO-LUMO gap is 8.9 eV. The value obtained for the HOMO energy is -8.1 eV. Its charge is 0. The spin multiplicity is 1. The calculation puts the LUMO energy at 0.84 eV.

Positions of all 13 atoms, in Å:
C 1.793 0.058 0.276
C 0.309 0.195 0.101
C -0.641 -0.950 -0.105
N -1.854 -0.236 -0.489
C -1.843 1.083 -0.327
C -0.421 1.325 0.044
H 2.173 0.797 0.988
H 2.099 -0.937 0.612
H 2.298 0.245 -0.681
H -0.323 -1.733 -0.802
H -2.697 -0.748 -0.705
H -0.868 -1.419 0.861
H -0.026 2.320 0.226

Table of natural (NBO) atomic charges, one value per atom, all in e: number 1, C, carries -0.651; number 2, C, carries 0.052; number 3, C, carries -0.297; number 4, N, carries -0.558; number 5, C, carries 0.045; number 6, C, carries -0.327; number 7, H, carries 0.230; number 8, H, carries 0.217; number 9, H, carries 0.232; number 10, H, carries 0.219; number 11, H, carries 0.398; number 12, H, carries 0.228; number 13, H, carries 0.211

---

Here is a cluster of 2 separate species, C5H6F2O3 in total at a distorted geometry from the OMol25 dataset. Energies are from ωB97M-V/def2-TZVPD.

Its HOMO-LUMO gap is 9.2 eV. The value obtained for the HOMO energy is -8.3 eV. Its charge is 0. The spin multiplicity is 1. The calculation puts the LUMO energy at 0.89 eV.

Positions of all 16 atoms, in Å:
C 2.330 1.284 -0.051
C -0.143 0.471 -0.813
C -0.373 -0.118 0.409
C -0.702 -1.271 -2.282
C -0.173 0.525 2.621
O 3.077 1.783 -0.715
O 0.146 -0.126 -2.005
O -0.933 0.525 1.400
F -0.576 1.728 -0.885
F 0.102 -1.367 0.577
H -0.664 -1.446 -3.273
H -1.733 -1.104 -1.961
H -0.371 -2.180 -1.758
H 0.022 -0.523 2.976
H -0.769 0.868 3.349
H 0.760 0.949 2.411

Table of natural (NBO) atomic charges, one value per atom, all in e: number 1, C, carries 0.480; number 2, C, carries 0.503; number 3, C, carries 0.520; number 4, C, carries -0.236; number 5, C, carries -0.250; number 6, O, carries -0.492; number 7, O, carries -0.511; number 8, O, carries -0.482; number 9, F, carries -0.319; number 10, F, carries -0.330; number 11, H, carries 0.187; number 12, H, carries 0.182; number 13, H, carries 0.183; number 14, H, carries 0.177; number 15, H, carries 0.196; number 16, H, carries 0.192

---

Here is a cluster of 3 separate species, C4H12N2O2 in total from the OMol25 dataset. Energies are from ωB97M-V/def2-TZVPD.

Its HOMO-LUMO gap is 6.9 eV. The value obtained for the HOMO energy is -6.1 eV. Its charge is 0. The spin multiplicity is 1. The calculation puts the LUMO energy at 0.83 eV.

Positions of all 20 atoms, in Å:
C -0.056 0.924 -0.354
C 0.523 -0.069 0.464
C -0.035 -1.664 -1.020
C 0.647 1.570 1.831
N -1.369 1.032 -0.517
N -1.438 -1.803 -0.585
O 0.719 1.698 -1.103
O 1.910 -0.209 0.412
H 1.639 1.515 -0.835
H 2.028 -1.006 -0.131
H -0.086 -0.604 1.174
H -1.695 1.717 -1.181
H -1.854 0.120 -0.456
H -2.000 -2.378 -1.209
H -1.484 -2.250 0.325
H 0.528 -2.606 -0.989
H -0.008 -1.257 -2.032
H 1.178 1.010 2.596
H -0.367 1.832 2.123
H 1.220 2.428 1.487

Table of natural (NBO) atomic charges, one value per atom, all in e: number 1, C, carries 0.644; number 2, C, carries 0.113; number 3, C, carries -0.573; number 4, C, carries -0.758; number 5, N, carries -0.802; number 6, N, carries -0.896; number 7, O, carries -0.652; number 8, O, carries -0.752; number 9, H, carries 0.515; number 10, H, carries 0.499; number 11, H, carries 0.206; number 12, H, carries 0.401; number 13, H, carries 0.454; number 14, H, carries 0.357; number 15, H, carries 0.353; number 16, H, carries 0.154; number 17, H, carries 0.163; number 18, H, carries 0.202; number 19, H, carries 0.187; number 20, H, carries 0.187

---

Listing ΔE to the lowest compared entry with this formula, charge and spin for the structures above in their given order: 57.44; 51.24; 0.00; 145.78 kcal/mol.
Listing DFT total energy for the structures above in their given order: -321.92115; -249.39158; -619.46526; -419.41617 hartree.